[1]
Molecular formula: C40H48N6O6V
Method: DFT, ωB97M-V/def2-TZVPD

## Properties
Expectation value of S² ... 3.76
Spin multiplicity ... 4
LUMO (alpha / beta) ... 4.0899 / 4.0897 eV
Charge ... -2
HOMO (alpha / beta) ... -1.9 / -2.0 eV

Geometry (Å):
V (1.3836, -0.1451, -1.1692)
C (2.6924, 0.9199, 2.5992)
N (1.2447, 0.4682, 2.7857)
C (1.1102, -0.4294, 3.9528)
C (0.3526, 1.3223, 2.2948)
C (-0.7916, 1.6890, 2.9273)
C (-1.8802, 2.0162, 2.3802)
C (-2.0893, 2.2999, 1.0656)
C (-1.0519, 2.1446, 0.3061)
C (0.3262, 1.7016, 0.9057)
N (1.2831, 1.5723, -0.1038)
C (1.8297, 2.7046, -0.7688)
C (1.6312, 4.0565, -0.4535)
C (2.4665, 4.9638, -1.0704)
C (3.4127, 4.7522, -2.0295)
C (3.6824, 3.4248, -2.2116)
C (2.8883, 2.3816, -1.7021)
N (3.1845, 1.0304, -1.9952)
C (3.6284, 0.6186, -3.3767)
C (4.2944, 0.6953, -1.0766)
H (3.1906, 0.7512, 3.7173)
H (3.4639, 0.1384, 2.3679)
H (3.0657, 1.9245, 2.5381)
H (1.4082, 0.0806, 4.9669)
H (0.0677, -1.0963, 3.9464)
H (1.4331, -1.3658, 2.8667)
H (-0.9884, 2.1399, 4.1396)
H (-2.7094, 2.0538, 2.9728)
H (-2.9756, 2.3282, 0.3043)
H (-0.8923, 2.2629, -0.8162)
H (0.9883, 4.4406, 0.3005)
H (2.3145, 6.0907, -0.7335)
H (4.0904, 5.4976, -2.5589)
H (4.4564, 3.1746, -2.9037)
H (4.6895, 0.8093, -3.7174)
H (3.2388, -0.5162, -3.5268)
H (3.1095, 1.2637, -4.0233)
H (5.2446, 1.2495, -1.2471)
H (3.9263, 0.8598, -0.0170)
H (4.7234, -0.4175, -1.3433)
C (0.8051, 2.4279, -6.3300)
C (-0.6446, 2.6262, -5.6593)
C (-1.1527, 1.5451, -4.7377)
C (-2.4889, 1.7163, -4.4364)
C (-3.0870, 0.9836, -3.3873)
C (-0.7282, 0.2618, -5.4654)
O (-1.2543, 0.1447, -6.5490)
N (0.1129, -0.6513, -4.9162)
C (0.4967, -0.4015, -3.6384)
O (1.2556, -1.1802, -2.8998)
N (0.3582, 0.7172, -2.7832)
C (-0.3914, 1.7195, -3.2113)
O (-0.4790, 2.8282, -2.6723)
H (1.5141, 3.3141, -5.9612)
H (0.5444, 2.4970, -7.3415)
H (0.9444, 1.3182, -5.9500)
H (-1.3235, 2.8344, -6.5481)
H (-0.6683, 3.7821, -5.2097)
H (-3.0811, 1.4153, -5.2378)
H (-2.6856, 2.8256, -4.2347)
H (-3.1851, -0.1424, -3.4159)
H (-4.0730, 1.1999, -3.1957)
H (-2.6716, 1.0816, -2.3484)
H (-3.1747, 4.3125, -7.8045)
C (-1.5104, -3.2743, 7.1055)
C (-1.1424, -3.8580, 5.7583)
C (-0.0879, -4.6446, 5.7673)
C (0.5078, -5.2367, 4.6311)
C (-0.0361, -4.8103, 3.4197)
C (-1.2070, -3.9220, 3.3743)
N (-1.3613, -3.4484, 2.0980)
C (-2.4596, -2.9905, 1.4028)
C (-3.8881, -2.9792, 1.7920)
C (-4.7867, -2.2393, 1.0501)
C (-4.2570, -1.2697, 0.0291)
C (-2.9734, -1.2481, -0.3293)
C (-2.0473, -2.1331, 0.3170)
C (-0.5246, -2.1133, -0.0386)
O (0.2791, -2.9636, 0.2834)
O (-0.2441, -1.1213, -0.7838)
C (-1.7477, -3.4105, 4.6557)
C (-2.8268, -2.4696, 4.8184)
H (-1.0402, -2.1491, 6.9500)
H (-1.0878, -3.8241, 7.9772)
H (-2.5988, -2.9988, 7.3716)
H (0.5259, -4.9299, 6.8345)
H (1.3547, -5.8716, 4.6982)
H (0.4163, -5.0125, 2.4881)
H (-0.4882, -3.6015, 1.5469)
H (-4.2699, -3.7348, 2.5427)
H (-5.9864, -2.1605, 1.2231)
H (-5.2227, -0.7338, -0.6028)
H (-2.4779, -0.5570, -1.0112)
H (-3.2364, -2.2179, 3.8003)
H (-2.7379, -1.5023, 5.2331)
H (-3.6020, -2.9799, 5.5453)
C (2.9531, -2.0896, 0.7448)
O (2.3137, -1.3131, -0.1273)
H (2.8449, -3.2248, 0.3938)
H (2.2042, -2.1669, 1.5960)
H (4.0635, -1.8318, 0.8852)

[2]
Molecular formula: C40H49Cl3EuN10O11PS2
Method: DFT, ωB97M-V/def2-TZVPD

## Properties
Expectation value of S² ... 12.10
Spin multiplicity ... 7
LUMO (alpha / beta) ... -1.2900 / -4.3332 eV
HOMO (alpha / beta) ... -4.3 / -7.7 eV

Geometry (Å):
Eu (-0.0762, -0.5327, 0.0581)
N (-1.4841, -0.3703, -2.4344)
C (-0.7635, 0.2419, -3.5466)
C (0.7083, -0.1395, -3.3945)
N (1.1664, 0.3197, -2.0812)
H (-1.6105, -1.3656, -2.6086)
H (-2.4252, 0.0081, -2.3669)
H (-0.8671, 1.3279, -3.4784)
H (-1.1412, -0.0712, -4.5294)
H (1.3016, 0.2816, -4.2164)
H (0.8004, -1.2281, -3.4273)
H (1.3188, 1.3308, -2.1256)
H (2.0686, -0.1103, -1.8676)
O (-0.6569, 3.3208, -1.9817)
C (-2.0003, 3.4349, -2.0107)
C (-2.5714, 4.3553, -2.8873)
C (-3.9406, 4.4918, -2.9590)
C (-4.7619, 3.7073, -2.1606)
C (-4.2087, 2.7727, -1.3106)
C (-2.8247, 2.6159, -1.2233)
C (-2.2315, 1.5076, -0.4420)
O (-0.9661, 1.4881, -0.1843)
N (-3.0846, 0.5793, -0.1040)
N (-2.6152, -0.6202, 0.4091)
C (-3.6213, -1.2701, 0.8701)
S (-5.1659, -0.4306, 0.8946)
C (-6.1067, -1.8447, 1.5880)
C (-5.1805, -2.7153, 2.4067)
S (-3.6007, -2.8860, 1.5004)
H (-0.4450, 2.6512, -1.2831)
H (-1.9113, 4.9374, -3.5100)
H (-4.3682, 5.1953, -3.6570)
H (-5.8328, 3.8145, -2.2264)
H (-4.8344, 2.1273, -0.7156)
H (-6.5401, -2.4075, 0.7609)
H (-6.9015, -1.4218, 2.1995)
H (-5.5787, -3.7211, 2.5345)
H (-4.9574, -2.2924, 3.3886)
O (-1.6217, -3.6500, 7.2007)
N (-0.5263, -3.1460, 7.3268)
O (0.1458, -3.1933, 8.3328)
C (0.0117, -2.3962, 6.2180)
C (0.8404, -1.3574, 6.5100)
C (1.3783, -0.5498, 5.4821)
C (2.3403, 0.4444, 5.7356)
C (2.8218, 1.1714, 4.6793)
C (2.2579, 0.9617, 3.4147)
N (1.3327, 0.0699, 3.1584)
C (0.9397, -0.7381, 4.1484)
C (0.1078, -1.8702, 3.8248)
N (-0.1625, -2.1189, 2.5250)
C (-0.7344, -3.2680, 2.2339)
C (-1.1337, -4.2133, 3.1809)
C (-0.9511, -3.9383, 4.5098)
C (-0.3051, -2.7421, 4.8650)
H (1.0768, -1.1338, 7.5388)
H (2.6882, 0.6116, 6.7433)
H (3.6005, 1.9059, 4.8071)
H (2.5746, 1.5464, 2.5682)
H (-0.8827, -3.4772, 1.1876)
H (-1.5963, -5.1307, 2.8587)
H (-1.2706, -4.6435, 5.2608)
Cl (-3.1057, 2.5261, 4.2015)
C (-2.7149, 1.8758, 2.6116)
Cl (-1.4331, 0.6522, 2.7425)
H (-2.3448, 2.6815, 1.9795)
H (-3.6084, 1.4152, 2.1869)
Cl (2.3044, -1.0264, 0.7564)
C (2.1110, 4.8955, -2.1237)
C (3.2722, 4.0016, -1.6874)
C (3.8855, 3.3807, -2.9404)
P (2.7367, 2.6481, -0.4516)
C (4.4985, 1.9873, -0.1176)
C (4.8722, 1.5319, 1.2889)
C (4.6610, 0.7641, -1.0298)
C (2.1681, 3.8394, 0.9307)
C (0.8942, 3.2720, 1.5822)
C (3.1933, 4.3311, 1.9499)
H (2.4100, 5.4887, -2.9857)
H (1.8082, 5.5980, -1.3527)
H (1.2425, 4.3099, -2.4091)
H (4.0312, 4.6220, -1.1915)
H (3.1691, 2.7194, -3.4270)
H (4.7913, 2.8256, -2.7210)
H (4.1517, 4.1654, -3.6466)
H (5.2005, 2.7753, -0.4225)
H (4.2421, 0.7013, 1.5959)
H (4.8305, 2.3285, 2.0241)
H (5.8991, 1.1654, 1.2631)
H (4.1431, -0.0837, -0.5874)
H (5.7143, 0.5067, -1.1149)
H (4.2693, 0.9264, -2.0308)
H (1.8661, 4.7258, 0.3697)
H (0.8502, 3.4976, 2.6465)
H (0.8257, 2.1879, 1.4452)
H (0.0162, 3.7186, 1.1184)
H (3.3329, 3.6329, 2.7698)
H (2.8536, 5.2742, 2.3760)
H (4.1500, 4.5142, 1.4687)
O (-1.5769, -8.5272, -2.3378)
N (-0.5337, -7.9202, -2.2146)
O (0.5709, -8.4054, -2.3305)
C (-0.6219, -6.5204, -1.9188)
C (0.5341, -5.7556, -1.8196)
C (0.4470, -4.4101, -1.5334)
C (-0.8138, -3.7572, -1.2654)
O (-0.9079, -2.6144, -0.7663)
C (-1.9729, -4.5734, -1.5538)
C (-1.8769, -5.9179, -1.8165)
N (-3.2575, -3.9401, -1.5956)
O (-4.2386, -4.6081, -1.3522)
O (-3.2872, -2.7693, -1.9234)
N (1.6296, -3.6187, -1.5601)
O (2.7005, -4.1758, -1.6723)
O (1.4997, -2.3975, -1.5322)
H (1.5044, -6.2013, -1.9911)
H (-2.7722, -6.5061, -1.9709)

[3]
Molecular formula: C40H49CrO3Sn
Method: DFT, ωB97M-V/def2-TZVPD

## Properties
Expectation value of S² ... 0.77
Spin multiplicity ... 2
LUMO (alpha / beta) ... -6.9583 / -7.7792 eV
Charge ... +2
HOMO (alpha / beta) ... -13.2 / -13.2 eV

Geometry (Å):
C (-1.6037, -6.5119, 1.9905)
C (-0.3041, -5.7303, 2.1313)
C (-0.3702, -4.6394, 3.2057)
C (0.9124, -3.7913, 3.2996)
Sn (0.6784, -1.6476, 2.8191)
C (-0.7157, -0.9584, 4.3946)
C (-2.0798, -1.6562, 4.4957)
C (-3.0333, -1.0902, 5.5608)
C (-3.3886, 0.3765, 5.4198)
C (2.6249, -0.8156, 3.3013)
C (3.7226, -1.8318, 3.7138)
C (5.0911, -1.1665, 3.9762)
C (6.1746, -2.1680, 4.3418)
C (0.1489, -1.2847, 0.6455)
C (-0.0791, 0.0944, 0.1676)
C (-1.2234, 0.8696, 0.7491)
C (0.7843, 0.7632, -0.7614)
H (-1.4948, -7.2661, 1.2102)
H (-1.8646, -7.0254, 2.9194)
H (-2.4369, -5.8607, 1.7136)
H (0.5110, -6.4154, 2.3901)
H (-0.0404, -5.2778, 1.1682)
H (-1.2538, -4.0014, 3.0326)
H (-0.5389, -5.1154, 4.1877)
H (1.3065, -3.7890, 4.3271)
H (1.7050, -4.1311, 2.6172)
H (-0.1335, -1.1028, 5.3204)
H (-0.7956, 0.1221, 4.2006)
H (-2.5797, -1.6404, 3.5129)
H (-1.9019, -2.7204, 4.7286)
H (-3.9425, -1.6941, 5.5216)
H (-2.5894, -1.2689, 6.5431)
H (-4.1384, 0.6359, 6.1658)
H (-2.5270, 1.0228, 5.5820)
H (-3.8111, 0.6035, 4.4404)
H (2.9220, -0.2675, 2.3934)
H (2.4493, -0.0939, 4.1149)
H (3.4057, -2.3689, 4.6286)
H (3.8417, -2.5985, 2.9239)
H (5.3764, -0.6081, 3.0758)
H (4.9639, -0.4342, 4.7831)
H (7.1159, -1.6402, 4.4831)
H (5.9368, -2.6912, 5.2694)
H (6.3146, -2.9086, 3.5528)
H (0.9919, -1.8140, 0.1824)
H (-0.7476, -1.9112, 0.6066)
H (-2.0311, 0.2147, 1.1076)
H (-0.9741, 1.4867, 1.6356)
H (-1.6108, 1.5555, -0.0202)
H (1.0104, 1.8315, -0.4401)
H (1.7061, 0.2108, -0.9867)
O (-3.1690, 5.0421, -7.4877)
C (-3.2770, 4.6142, -6.4119)
Cr (-3.4600, 3.6461, -4.7839)
C (-2.0328, 2.5871, -5.4571)
O (-1.2040, 1.9413, -5.9445)
C (-4.5681, 2.5242, -5.8579)
O (-5.1228, 1.8875, -6.6558)
C (-4.8558, 4.8961, -3.6679)
C (-3.5986, 5.5210, -3.7222)
C (-2.4518, 4.8147, -3.3304)
C (-2.5360, 3.4949, -2.8428)
C (-1.2955, 2.7633, -2.6012)
C (-0.2308, 2.1492, -2.5819)
C (1.0017, 1.3782, -2.4194)
C (0.9123, 0.0614, -3.1466)
C (-0.3827, -0.4965, -3.1691)
C (-0.6399, -1.6837, -3.8310)
C (0.3932, -2.3346, -4.5190)
C (1.7034, -1.8325, -4.4065)
C (1.9938, -0.7190, -3.5946)
C (2.1926, 2.3140, -2.5240)
C (2.0315, 3.5599, -1.8747)
C (3.0670, 4.4876, -1.8077)
C (4.3171, 4.1852, -2.3719)
C (4.4895, 2.9560, -3.0114)
C (3.4208, 2.0576, -3.1725)
C (-3.8020, 2.8727, -2.8177)
C (-4.9536, 3.5628, -3.2356)
H (-5.7537, 5.4374, -3.9925)
H (-3.4984, 6.5432, -4.0916)
H (-1.4553, 5.2496, -3.4323)
H (-1.2017, 0.0315, -2.6661)
H (-1.6471, -2.1165, -3.7699)
H (0.1952, -3.2898, -5.0209)
H (2.5117, -2.3607, -4.9005)
H (3.0226, -0.5093, -3.3099)
H (1.0547, 3.8384, -1.4535)
H (2.9165, 5.4220, -1.2663)
H (5.1687, 4.8686, -2.2181)
H (5.4815, 2.6797, -3.3697)
H (3.5577, 1.2265, -3.8567)
H (-3.8562, 1.8233, -2.5183)
H (-5.9231, 3.0558, -3.2297)

[4]
Molecular formula: C40H50BrN8O12
Method: DFT, ωB97M-V/def2-TZVPD

## Properties
LUMO ... 1.9230 eV
Charge ... -1
HOMO ... -6.0 eV

Geometry (Å):
Br (7.1021, 31.7586, 20.4608)
C (5.2993, 35.4430, 20.2163)
O (4.8779, 36.4270, 19.6292)
N (4.5632, 34.4157, 20.4499)
N (6.4553, 35.3695, 20.8247)
H (4.9198, 33.5290, 20.7766)
H (3.6972, 34.4311, 19.9304)
H (7.1832, 36.0687, 20.7866)
H (6.7300, 34.4420, 21.1153)
C (8.6035, 33.5712, 16.9142)
O (9.0269, 34.0871, 15.9173)
N (9.0800, 33.6494, 18.0966)
N (7.6358, 32.7247, 16.9075)
H (8.6293, 33.1255, 18.8332)
H (9.7456, 34.3921, 18.2561)
H (7.1403, 32.5066, 16.0548)
H (7.1919, 32.6107, 17.8075)
C (6.2902, 33.2894, 24.8058)
C (5.2416, 32.6298, 25.4944)
C (4.8934, 33.0513, 26.7697)
C (5.6440, 33.9889, 27.4833)
C (6.6562, 34.6233, 26.7912)
C (6.8783, 34.3513, 25.4153)
O (7.8191, 35.0842, 24.7629)
O (3.6607, 32.5733, 27.2513)
H (6.4205, 33.0823, 23.7539)
H (4.7380, 31.7673, 25.0835)
H (5.6218, 34.2896, 28.5204)
H (7.2103, 35.3425, 27.3760)
H (8.0600, 35.8245, 25.3246)
H (3.9558, 31.8802, 27.8464)
C (5.9100, 29.6871, 15.4743)
C (6.2068, 29.6319, 14.1511)
C (5.2692, 29.1180, 13.2874)
C (4.1230, 28.4986, 13.7682)
C (3.8036, 28.5643, 15.1021)
C (4.7044, 29.0901, 15.9745)
O (4.5075, 28.7982, 17.2824)
O (5.4441, 29.3579, 11.9830)
H (6.7093, 30.0023, 16.1286)
H (7.0634, 30.1566, 13.7543)
H (3.4790, 28.0886, 13.0043)
H (2.9875, 27.9311, 15.4175)
H (5.2109, 29.2344, 17.7687)
H (4.6454, 29.1487, 11.4933)
C (10.5695, 32.2162, 23.3004)
C (11.1617, 32.2886, 24.5202)
C (12.4204, 32.7769, 24.7157)
C (13.1745, 33.4010, 23.6618)
C (12.5028, 33.4743, 22.4449)
C (11.2593, 32.9042, 22.2850)
O (10.8016, 33.0154, 21.0154)
O (12.8612, 32.8483, 26.0151)
H (9.6825, 31.6624, 23.0301)
H (10.7182, 31.8026, 25.3766)
H (14.1442, 33.8709, 23.7344)
H (13.0414, 33.9536, 21.6407)
H (9.8559, 33.1673, 20.9515)
H (13.7120, 33.2915, 25.9793)
C (5.4680, 25.4731, 20.3807)
C (5.3928, 26.6322, 19.5729)
C (6.3717, 27.6014, 19.7316)
C (7.3589, 27.5159, 20.6793)
C (7.4748, 26.3481, 21.4619)
C (6.4954, 25.3647, 21.3436)
O (6.6906, 24.1675, 22.0584)
O (6.4007, 28.7287, 18.9715)
H (4.8879, 24.5664, 20.2919)
H (4.6919, 26.7426, 18.7586)
H (8.1000, 28.2933, 20.7927)
H (8.2803, 26.3747, 22.1808)
H (6.0130, 23.5124, 21.8758)
H (6.9613, 29.4402, 19.2894)
C (6.3693, 28.4214, 24.0900)
C (5.9147, 27.3170, 24.8357)
C (6.2379, 27.2327, 26.2181)
C (6.8920, 28.2706, 26.8103)
C (7.3989, 29.3311, 26.0886)
C (7.1868, 29.3591, 24.7533)
O (7.8494, 30.1657, 23.9852)
O (5.7459, 26.2042, 26.9545)
H (6.2387, 28.4293, 23.0179)
H (5.5442, 26.4620, 24.2898)
H (7.0127, 28.3146, 27.8827)
H (8.0841, 30.0839, 26.4494)
H (7.4616, 30.1283, 23.1078)
H (6.3574, 26.1391, 27.6917)
C (10.7269, 30.4923, 19.0664)
C (10.3228, 30.1081, 17.7769)
N (10.0392, 29.8484, 16.6924)
H (11.5393, 29.8405, 19.3877)
H (9.8540, 30.4088, 19.7138)
H (10.9564, 31.5526, 19.1724)
C (4.3784, 30.1299, 21.6114)
C (3.3563, 28.9917, 21.6230)
N (2.4994, 28.1933, 21.5743)
H (4.3376, 30.9065, 22.3751)
H (4.3535, 30.5578, 20.6092)
H (5.3805, 29.7024, 21.6472)
C (7.5340, 36.5470, 17.8892)
C (6.5163, 36.4122, 16.7776)
N (5.7223, 36.2613, 15.9300)
H (7.3427, 37.3264, 18.6268)
H (8.5436, 36.6856, 17.5026)
H (7.5888, 35.5632, 18.3552)
C (3.6574, 32.0341, 16.9721)
C (2.9211, 33.0998, 17.7287)
N (2.3978, 33.9124, 18.2772)
H (4.4598, 32.5364, 16.4318)
H (2.8882, 31.5763, 16.3501)
H (4.2174, 31.4139, 17.6721)